(1)
Density functional theory data (wB97M-V/def2-TZVPD) for 9 unconnected molecules or ions with the total composition C30H72F6N8O6P at a distorted geometry.

Computed properties:
Strongest force on any atom ... 0.03766 hartree/bohr
Energy above the lowest of the compared OMol25 structures with the same formula, charge and spin ... 0.0000 eV
Frontier orbital gap ... 8.669 eV

Structure (ORCA input):
```
! wB97M-V def2-TZVPD RIJCOSX def2/J DEFGRID3
* xyz -1 1
P -0.28 0.19 0.34
F 0.46 -1.30 0.30
F -1.70 -0.46 0.07
F -0.56 0.01 1.95
F -1.05 1.61 0.41
F 1.15 0.83 0.75
F 0.04 0.41 -1.20
C -4.25 -2.20 -5.95
C -3.34 -1.28 -5.13
N -2.93 -1.96 -3.92
C -3.95 -2.25 -2.91
C -4.85 -1.11 -2.53
C -1.80 -1.26 -3.31
C -0.46 -1.36 -4.09
H -3.82 -3.19 -6.13
H -4.40 -1.80 -6.96
H -5.18 -2.35 -5.40
H -2.42 -1.10 -5.68
H -3.92 -0.36 -5.00
H -4.57 -3.02 -3.39
H -3.48 -2.75 -2.07
H -5.24 -0.63 -3.43
H -5.69 -1.52 -1.97
H -4.34 -0.39 -1.89
H -1.53 -1.54 -2.29
H -1.97 -0.19 -3.20
H 0.30 -0.65 -3.77
H -0.52 -1.09 -5.15
H -0.12 -2.39 -4.19
C 3.84 -0.77 -1.09
C 4.57 -0.45 0.21
N 6.03 -0.45 0.25
C 6.60 -1.81 0.40
C 6.40 -2.30 1.85
C 6.70 0.37 -0.77
C 6.40 1.86 -0.60
H 3.95 -1.81 -1.42
H 4.21 -0.14 -1.90
H 2.76 -0.75 -0.91
H 4.23 0.55 0.50
H 4.19 -1.11 0.99
H 6.24 -2.50 -0.37
H 7.69 -1.75 0.29
H 7.02 -3.17 2.10
H 6.60 -1.50 2.56
H 5.35 -2.60 1.97
H 6.45 0.01 -1.77
H 7.76 0.16 -0.61
H 5.80 2.06 0.30
H 5.79 2.22 -1.43
H 7.28 2.49 -0.49
C -5.94 0.88 2.74
O -5.98 1.81 3.56
N -4.81 0.25 2.39
C -4.77 -0.74 1.34
C -3.51 0.61 2.93
H -6.85 0.54 2.23
H -5.76 -1.06 1.02
H -4.23 -1.64 1.63
H -4.21 -0.30 0.51
H -2.84 0.95 2.13
H -3.45 1.47 3.60
H -3.04 -0.20 3.49
C -1.98 -5.03 2.19
O -1.42 -5.93 2.81
N -1.59 -4.67 0.95
C -2.34 -3.65 0.22
C -0.44 -5.18 0.28
H -2.84 -4.44 2.54
H -2.98 -3.06 0.86
H -2.90 -4.18 -0.55
H -1.69 -2.91 -0.25
H -0.86 -5.45 -0.70
H 0.40 -4.50 0.18
H 0.01 -6.08 0.69
C 2.41 -1.41 3.06
O 2.59 -0.74 4.09
N 2.66 -2.73 2.99
C 2.46 -3.48 1.75
C 3.14 -3.51 4.12
H 2.03 -0.93 2.15
H 3.36 -3.94 1.35
H 2.03 -2.86 0.95
H 1.66 -4.22 1.84
H 4.09 -3.99 3.87
H 3.32 -2.84 4.96
H 2.42 -4.27 4.44
C -4.62 2.50 -0.58
O -5.63 2.21 -1.16
N -4.42 3.70 0.04
C -3.32 3.92 0.95
C -5.47 4.72 -0.01
H -3.74 1.85 -0.40
H -3.67 4.11 1.97
H -2.64 4.74 0.70
H -2.63 3.07 1.05
H -4.99 5.68 -0.21
H -6.19 4.54 -0.80
H -5.95 4.77 0.97
C 2.68 2.96 2.56
O 3.67 3.63 2.24
N 1.50 3.49 2.92
C 0.39 2.57 3.34
C 1.20 4.91 2.97
H 2.63 1.86 2.59
H -0.29 3.02 4.06
H 0.70 1.63 3.80
H -0.09 2.35 2.39
H 2.11 5.47 2.73
H 0.39 5.14 2.28
H 0.95 5.25 3.98
C 1.15 4.03 -0.86
O 0.73 5.16 -0.61
N 1.87 3.73 -1.95
C 2.49 2.43 -2.09
C 2.15 4.62 -3.07
H 1.02 3.19 -0.16
H 2.21 1.77 -1.27
H 3.58 2.37 -2.14
H 2.09 1.97 -3.00
H 3.23 4.74 -3.21
H 1.61 4.22 -3.92
H 1.70 5.57 -2.81
*
```



(2)
Density functional theory data (wB97M-V/def2-TZVPD) for 9 unconnected molecules or ions with the total composition C30H72N2O26P6S at a distorted geometry.

Computed properties:
Structure (SMILES) ... COP(=O)(OC)OC.COP(=O)(OC)OC.COP(=O)(OC)OC.COP(=O)(OC)OC.COP(=O)(OC)OC.COP(=O)(OC)OC.O=S1(=O)CCCC1.c1cc[nH]c1.c1cc[nH]c1
Strongest force on any atom ... 0.05804 hartree/bohr
Frontier orbital gap ... 8.376 eV

Structure (ORCA input):
```
! wB97M-V def2-TZVPD RIJCOSX def2/J DEFGRID3
* xyz 0 1
C 0.02 3.37 2.67
C -1.25 4.26 2.92
C -0.79 5.62 3.44
S 0.44 5.20 4.72
O -0.25 4.84 5.94
O 1.50 6.17 4.78
C 0.95 3.65 3.84
H 0.43 3.77 1.75
H -0.40 2.37 2.73
H -1.89 3.87 3.71
H -1.82 4.35 2.00
H -1.46 6.30 3.96
H -0.27 6.08 2.60
H 1.02 2.89 4.62
H 1.95 3.78 3.43
C -0.06 -0.07 -2.83
O 1.27 0.07 -2.33
P 1.37 0.68 -0.86
O 1.21 2.14 -0.77
O 0.25 -0.14 -0.07
C -0.07 -0.04 1.31
O 2.72 0.10 -0.24
C 2.89 -1.32 -0.27
H -0.16 0.50 -3.75
H -0.89 0.21 -2.19
H -0.24 -1.08 -3.21
H 0.64 0.52 1.92
H -0.19 -1.03 1.74
H -1.06 0.42 1.45
H 3.50 -1.61 -1.13
H 1.98 -1.91 -0.22
H 3.51 -1.55 0.60
C -3.06 -5.60 1.93
O -1.72 -5.12 1.77
P -1.41 -3.59 2.11
O -0.07 -3.28 1.58
O -2.62 -2.64 1.66
C -2.60 -1.97 0.42
O -1.53 -3.57 3.69
C -1.78 -2.36 4.45
H -3.63 -5.37 1.03
H -3.50 -5.18 2.83
H -3.10 -6.68 2.04
H -3.15 -2.39 -0.43
H -1.61 -1.69 0.06
H -3.12 -1.03 0.61
H -0.91 -2.33 5.11
H -2.72 -2.51 4.97
H -1.83 -1.43 3.88
C 5.25 1.63 1.02
O 5.64 2.99 0.92
P 4.94 4.20 1.75
O 4.93 4.02 3.20
O 3.46 4.29 1.15
C 3.26 4.66 -0.21
O 5.59 5.54 1.21
C 6.96 5.77 1.52
H 5.52 1.21 1.98
H 5.60 1.03 0.18
H 4.17 1.59 0.83
H 4.19 4.62 -0.79
H 2.81 5.66 -0.23
H 2.64 3.94 -0.75
H 7.57 4.88 1.40
H 6.98 6.20 2.53
H 7.37 6.59 0.93
C 4.25 -4.96 0.08
O 5.49 -4.71 0.71
P 5.81 -5.09 2.22
O 5.80 -6.50 2.63
O 4.71 -4.15 2.99
C 4.97 -2.80 3.37
O 7.17 -4.30 2.54
C 8.40 -4.97 2.15
H 3.75 -4.05 -0.26
H 3.53 -5.40 0.77
H 4.35 -5.61 -0.78
H 5.97 -2.70 3.80
H 4.22 -2.43 4.07
H 5.04 -2.22 2.44
H 8.37 -5.93 2.65
H 9.28 -4.38 2.36
H 8.32 -5.15 1.07
C 0.39 -3.68 -1.53
O -0.21 -4.31 -2.64
P -1.65 -5.01 -2.56
O -2.66 -4.36 -1.75
O -2.09 -5.11 -4.12
C -1.46 -6.06 -4.99
O -1.22 -6.52 -2.23
C -1.04 -6.84 -0.84
H 0.10 -4.07 -0.55
H 0.19 -2.61 -1.58
H 1.48 -3.76 -1.51
H -2.25 -6.54 -5.55
H -0.80 -6.75 -4.46
H -0.80 -5.53 -5.68
H -1.76 -6.26 -0.25
H -0.07 -6.55 -0.43
H -1.24 -7.90 -0.72
C -5.66 5.17 1.16
O -4.77 4.24 0.53
P -4.33 4.57 -0.98
O -5.28 4.12 -2.03
O -4.09 6.14 -0.99
C -4.58 7.05 -1.97
O -2.86 4.03 -1.12
C -2.48 2.70 -0.67
H -5.24 5.38 2.14
H -6.58 4.63 1.41
H -6.00 6.03 0.60
H -4.99 7.98 -1.58
H -5.26 6.49 -2.62
H -3.76 7.24 -2.67
H -1.40 2.66 -0.62
H -2.98 2.03 -1.37
H -2.88 2.68 0.35
N -5.39 0.09 -2.23
C -4.20 -0.64 -2.16
C -4.55 -1.85 -2.73
C -5.91 -1.87 -3.09
C -6.41 -0.67 -2.69
H -5.52 1.09 -2.14
H -3.35 -0.15 -1.73
H -3.86 -2.66 -2.89
H -6.49 -2.61 -3.63
H -7.40 -0.28 -2.89
N -1.57 1.56 -6.07
C -1.13 2.45 -5.13
C -2.13 2.51 -4.17
C -3.15 1.66 -4.53
C -2.86 1.13 -5.78
H -1.14 1.53 -6.97
H -0.22 3.02 -5.12
H -2.03 3.14 -3.30
H -3.97 1.50 -3.84
H -3.33 0.57 -6.57
*
```



(3)
Density functional theory data (wB97M-V/def2-TZVPD) for 7 unconnected molecules or ions with the total composition C30H72N4O12S3 at a distorted geometry.

Computed properties:
Structure (SMILES) ... O=S1(=O)OCCO1.O=S1(=O)OCCO1.O=S1(=O)OCCO1.CCN(CC)CC.CCN(CC)CC.CCN(CC)CC.CCN(CC)CC
Strongest force on any atom ... 0.08627 hartree/bohr
Energy above the lowest of the compared OMol25 structures with the same formula, charge and spin ... 0.1973 eV
Frontier orbital gap ... 8.806 eV

Structure (ORCA input):
```
! wB97M-V def2-TZVPD RIJCOSX def2/J DEFGRID3
* xyz 0 1
C -1.09 -3.09 8.42
C -0.64 -3.16 9.85
N -0.05 -4.52 10.23
C 1.12 -5.08 9.48
C 2.36 -4.17 9.60
C -1.06 -5.56 10.27
C -0.72 -6.74 11.21
H -0.42 -3.54 7.69
H -1.33 -2.05 8.19
H -2.00 -3.69 8.38
H 0.08 -2.41 10.16
H -1.45 -2.88 10.52
H 1.49 -6.02 9.90
H 0.85 -5.27 8.44
H 2.31 -3.16 9.19
H 2.45 -3.98 10.67
H 3.31 -4.55 9.23
H -1.38 -5.89 9.28
H -2.03 -5.19 10.61
H -1.51 -7.47 11.38
H -0.49 -6.35 12.20
H 0.13 -7.30 10.84
C -2.66 2.28 2.44
C -2.10 1.94 1.04
N -0.87 1.17 1.28
C -0.52 0.60 -0.02
C -1.51 -0.43 -0.61
C 0.28 1.98 1.73
C 1.60 1.25 2.03
H -2.81 1.36 3.00
H -3.57 2.87 2.33
H -2.12 2.93 3.12
H -2.83 1.32 0.51
H -2.07 2.79 0.36
H -0.45 1.44 -0.71
H 0.44 0.09 -0.08
H -2.18 0.01 -1.34
H -0.91 -1.22 -1.07
H -2.16 -0.82 0.17
H 0.21 2.47 2.70
H 0.50 2.80 1.04
H 1.43 0.26 2.45
H 2.29 1.86 2.60
H 2.12 1.12 1.08
C 8.69 -4.13 -7.96
C 8.55 -2.76 -7.31
N 8.36 -1.71 -8.26
C 9.59 -1.50 -9.07
C 9.41 -0.43 -10.16
C 7.95 -0.49 -7.55
C 6.62 -0.56 -6.88
H 7.99 -4.30 -8.77
H 8.54 -4.94 -7.24
H 9.68 -4.25 -8.41
H 7.65 -2.80 -6.70
H 9.38 -2.59 -6.62
H 10.41 -1.28 -8.39
H 9.82 -2.42 -9.61
H 8.70 -0.61 -10.96
H 9.18 0.53 -9.70
H 10.41 -0.36 -10.60
H 7.75 0.25 -8.33
H 8.67 -0.14 -6.81
H 6.60 -0.92 -5.85
H 5.90 -1.10 -7.51
H 6.20 0.45 -6.86
C -8.37 -1.44 -7.61
C -8.47 0.05 -7.13
N -9.87 0.49 -6.91
C -9.77 1.88 -6.38
C -9.47 1.80 -4.92
C -10.58 0.48 -8.20
C -12.08 0.78 -8.10
H -9.26 -1.99 -7.30
H -7.55 -1.94 -7.09
H -8.28 -1.45 -8.70
H -7.97 0.06 -6.16
H -7.98 0.61 -7.92
H -10.67 2.47 -6.56
H -8.96 2.42 -6.87
H -9.67 2.77 -4.48
H -8.44 1.65 -4.61
H -10.18 1.22 -4.32
H -10.23 1.26 -8.87
H -10.43 -0.47 -8.73
H -12.69 0.29 -8.86
H -12.49 0.37 -7.17
H -12.20 1.86 -8.05
C -9.13 -3.96 3.13
C -8.71 -2.76 3.87
O -9.64 -1.79 3.52
S -11.17 -2.46 3.40
O -11.95 -1.59 2.51
O -11.73 -2.70 4.73
O -10.48 -3.78 2.71
H -9.14 -4.89 3.70
H -8.43 -3.99 2.29
H -7.67 -2.46 3.80
H -8.87 -2.98 4.93
C 6.84 5.58 9.70
C 6.07 4.74 8.63
O 5.87 3.44 9.12
S 7.05 3.06 10.16
O 8.12 2.35 9.48
O 6.48 2.44 11.40
O 7.55 4.62 10.43
H 6.14 6.07 10.38
H 7.63 6.21 9.29
H 6.76 4.62 7.80
H 5.12 5.21 8.35
C 7.53 7.53 -5.57
C 8.14 8.33 -4.38
O 7.22 8.13 -3.30
S 6.49 6.61 -3.41
O 5.06 6.87 -3.31
O 7.01 5.61 -2.51
O 7.06 6.36 -4.96
H 8.29 7.25 -6.30
H 6.75 7.95 -6.21
H 8.20 9.39 -4.63
H 9.08 7.90 -4.05
*
```



(4)
Density functional theory data (wB97M-V/def2-TZVPD) for 7 unconnected molecules or ions with the total composition C30H72O9 at a distorted geometry.

Computed properties:
Structure (SMILES) ... CCO[C@H](CC)OC=O.CCOCC.CCOCC.CCOCC.CCOCC.CCOCC.CCOCC
Strongest force on any atom ... 0.17961 hartree/bohr
Frontier orbital gap ... 9.965 eV

Structure (ORCA input):
```
! wB97M-V def2-TZVPD RIJCOSX def2/J DEFGRID3
* xyz 0 1
C 4.23 3.31 -2.75
C 2.65 3.84 -2.57
O 1.80 2.80 -3.18
C 1.02 2.06 -2.17
C 1.84 0.75 -1.55
C 2.42 -0.26 -2.75
O -0.24 1.48 -2.73
C -1.12 2.56 -3.24
O -2.19 3.01 -2.53
H 4.59 3.68 -3.81
H 4.94 3.76 -1.93
H 4.15 2.12 -2.70
H 2.60 4.87 -3.17
H 2.42 4.09 -1.46
H 0.74 2.72 -1.24
H 2.70 1.06 -0.81
H 0.99 0.10 -1.00
H 1.62 -1.12 -2.93
H 2.64 0.33 -3.74
H 3.44 -0.72 -2.38
H -0.95 3.04 -4.31
C -0.60 -3.69 -4.43
C 0.73 -4.36 -4.71
O 1.42 -4.77 -3.52
C 0.76 -5.74 -2.71
C 0.53 -7.07 -3.42
H -0.48 -2.89 -3.70
H -1.02 -3.28 -5.35
H -1.33 -4.40 -4.02
H 1.39 -3.65 -5.21
H 0.62 -5.21 -5.39
H -0.18 -5.34 -2.32
H 1.41 -5.92 -1.85
H -0.20 -6.97 -4.23
H 0.15 -7.82 -2.72
H 1.46 -7.43 -3.87
C 2.13 3.25 4.29
C 2.19 3.14 2.78
O 1.50 2.00 2.27
C 0.10 1.94 2.52
C -0.68 3.08 1.89
H 2.45 2.31 4.76
H 2.78 4.06 4.64
H 1.12 3.47 4.64
H 3.23 3.03 2.47
H 1.82 4.05 2.30
H -0.10 1.88 3.60
H -0.26 1.00 2.09
H -0.44 4.04 2.37
H -1.75 2.92 1.99
H -0.43 3.18 0.83
C 5.14 -4.79 2.11
C 4.57 -3.86 1.04
O 5.35 -3.84 -0.15
C 5.47 -5.07 -0.86
C 4.15 -5.61 -1.36
H 6.19 -4.57 2.29
H 4.58 -4.67 3.04
H 5.06 -5.84 1.81
H 4.57 -2.84 1.43
H 3.53 -4.11 0.81
H 6.00 -5.81 -0.25
H 6.12 -4.87 -1.72
H 3.51 -5.93 -0.53
H 4.30 -6.48 -2.01
H 3.60 -4.84 -1.92
C -2.70 -2.28 -8.99
C -1.71 -3.41 -8.78
O -2.28 -4.54 -8.13
C -3.34 -5.20 -8.81
C -2.94 -5.78 -10.15
H -3.20 -2.03 -8.05
H -2.19 -1.39 -9.37
H -3.47 -2.55 -9.71
H -0.90 -3.05 -8.14
H -1.24 -3.71 -9.73
H -4.20 -4.53 -8.91
H -3.67 -6.02 -8.16
H -2.71 -4.99 -10.87
H -3.75 -6.39 -10.56
H -2.04 -6.40 -10.05
C -4.56 6.24 3.29
C -3.87 5.13 4.06
O -2.46 5.26 4.10
C -1.94 6.42 4.74
C -2.31 6.51 6.21
H -4.11 6.36 2.30
H -5.63 6.03 3.17
H -4.47 7.20 3.81
H -4.08 4.18 3.56
H -4.28 5.04 5.07
H -2.25 7.33 4.20
H -0.85 6.37 4.65
H -3.38 6.68 6.34
H -1.78 7.34 6.69
H -2.06 5.58 6.73
C -2.50 2.45 10.71
C -3.06 3.37 9.64
O -2.28 3.40 8.45
C -2.16 2.17 7.74
C -3.49 1.63 7.24
H -1.44 2.67 10.89
H -3.05 2.57 11.64
H -2.58 1.40 10.41
H -3.06 4.40 10.03
H -4.10 3.13 9.41
H -1.64 1.43 8.35
H -1.52 2.37 6.88
H -4.13 1.31 8.07
H -3.33 0.76 6.59
H -4.04 2.39 6.68
*
```



Question: Which value of strongest force on any atom does entry 3 give?
Answer: 0.08627 hartree/bohr



Question: Which of these has the lowest strongest force on any atom?
Answer: C30H72F6N8O6P